(1)
40
Properties=species:S:1:pos:R:3:lowdin_charge:R:1 method="wB97M-V/def2-TZVPD" charge=+2 largest_force_ev_per_a=4.66 orbital_gap_ev="7.431 / 7.406" s2=6.075 homo_ha="-0.56776 / -0.56232" multiplicity=5
C 2.39133 1.76312 1.51988 -0.11
C 3.13073 1.95218 0.20807 -0.23
C 3.82932 0.68624 -0.33891 -0.24
N 3.45150 -0.57553 0.34633 -0.28
P 3.07910 -1.91988 -0.57124 1.02
C 1.24535 -1.48934 -0.97730 -0.50
F 1.03359 -0.17598 -0.95383 0.09
F 0.94702 -1.88396 -2.33692 -0.13
C 0.22169 -2.31056 -0.05292 -0.33
F -0.83969 -2.78985 -0.86724 -0.04
F 0.86630 -3.40942 0.28778 0.16
C -0.24590 -1.64461 1.27488 -0.36
F 0.86643 -1.14013 1.80898 0.19
F -0.68759 -2.63284 2.05486 0.20
C -1.33983 -0.51901 1.32549 -0.33
F -1.57460 -0.38068 2.63236 0.21
F -0.88699 0.65602 0.86455 0.17
C -2.74886 -0.81060 0.68742 -0.33
F -3.67159 -0.18897 1.42063 0.21
F -3.00607 -2.12446 0.72905 0.19
C -2.98200 -0.31015 -0.78179 -0.25
F -3.62154 -1.30715 -1.42875 0.12
F -1.78791 -0.09774 -1.51111 -0.09
C -3.84500 0.95775 -1.00346 -0.35
F -5.08456 0.74451 -0.58663 0.23
F -3.86673 1.06633 -2.36085 0.16
C -3.27153 2.30266 -0.47560 -0.56
F -4.07185 3.24605 -0.94242 0.24
F -3.25340 2.32354 0.84345 0.22
F -2.04264 2.46803 -0.95321 0.20
H 1.54344 1.10215 1.44258 0.02
H 2.01042 2.72450 1.83845 0.08
H 3.04338 1.43258 2.31480 0.08
H 3.86787 2.72331 0.36816 0.11
H 2.43092 2.33434 -0.52286 0.09
H 3.58074 0.61165 -1.38542 0.08
H 4.89466 0.84304 -0.26311 0.12
H 4.12588 -0.84797 1.04599 0.09
H 3.62356 -1.71545 -1.86038 -0.02
Sm -1.35497 -1.66370 -2.83977 1.86

***

(2)
94
Properties=species:S:1:pos:R:3:lowdin_charge:R:1 method="wB97M-V/def2-TZVPD" charge=-3 largest_force_ev_per_a=7.53 orbital_gap_ev="2.789 / 7.825" s2=0.755 homo_ha="0.07125 / -0.11734" multiplicity=2
Li -2.76744 0.10099 2.41405 0.58
Li 2.57578 0.70685 -1.27338 0.64
Li 2.93778 -3.36127 0.79702 0.78
Li 0.10366 1.56089 -1.39842 0.58
C 1.28886 -4.48538 5.00026 -0.67
F 1.47133 -5.54208 5.79874 0.12
F 0.13917 -3.90128 5.14232 0.17
F 2.26509 -3.61121 5.21432 0.15
S 1.43117 -5.27701 3.23138 0.74
O 2.11223 -4.38878 2.25304 -0.44
O 2.23625 -6.49660 3.41323 -0.36
N -0.19627 -5.88233 2.87896 -0.27
S -0.67543 -4.64366 1.97112 0.58
O -0.40396 -3.30891 2.53880 -0.33
O -0.15290 -4.79174 0.62789 -0.33
C -2.62078 -4.89700 1.89263 -0.63
F -3.03150 -5.10543 3.14481 0.11
F -3.24881 -3.81195 1.41470 0.14
F -2.85490 -6.01914 1.23036 0.13
C 3.11479 -0.61126 -7.26509 -0.73
F 2.26977 0.31355 -6.88852 0.15
F 2.48736 -1.70507 -7.54848 0.19
F 3.77455 -0.09704 -8.29457 0.12
S 4.44581 -0.88952 -5.91705 0.68
O 3.76316 -1.66987 -4.90389 -0.32
O 5.52320 -1.61141 -6.59573 -0.33
N 4.93533 0.77894 -5.59123 -0.26
S 5.32330 0.50846 -4.06912 0.60
O 4.10846 0.36544 -3.21946 -0.38
O 6.37627 -0.52089 -3.83326 -0.34
C 6.21678 2.10807 -3.60891 -0.63
F 6.24789 2.25836 -2.29714 0.15
F 7.43338 2.03369 -4.17046 0.11
F 5.58736 3.12058 -4.29271 0.08
C -2.33136 4.63111 1.54128 -0.61
F -1.32427 4.55142 2.46172 0.11
F -2.90972 5.77300 1.62513 0.18
F -1.90571 4.50260 0.25393 0.10
S -3.66476 3.22544 1.96358 0.70
O -3.66982 3.10036 3.39869 -0.31
O -4.93421 3.71591 1.43245 -0.32
N -3.01255 1.71668 1.30080 -0.33
S -3.16360 1.92172 -0.25508 0.61
O -3.87774 3.06613 -0.80418 -0.30
O -1.85958 1.70020 -0.90428 -0.39
C -4.12619 0.25181 -0.66695 -0.59
F -4.21197 0.02476 -1.99443 0.13
F -3.44099 -0.72390 -0.09796 0.13
F -5.37426 0.28780 -0.13947 0.11
C -6.25409 0.47732 3.46399 -0.57
F -5.98343 1.13815 2.25614 0.07
F -6.18669 1.35460 4.48785 0.12
F -7.42145 -0.11329 3.51022 0.15
S -4.93822 -0.94877 3.65740 0.72
O -5.51725 -1.99138 4.52828 -0.30
O -4.58915 -1.35386 2.31953 -0.33
N -3.49149 -0.08241 4.20586 -0.36
S -2.74430 -1.16240 5.12940 0.59
O -3.34379 -1.19147 6.43183 -0.31
O -2.55264 -2.44047 4.41511 -0.32
C -1.00053 -0.41130 5.25153 -0.67
F -0.51599 -0.45435 4.01870 0.12
F -1.11021 0.82979 5.64941 0.17
F -0.27737 -1.18782 6.06838 0.14
C 2.18216 4.63438 -0.67508 -0.65
F 2.63152 5.86299 -0.97132 0.14
F 2.27701 4.29283 0.54647 0.20
F 0.84757 4.65913 -0.92279 0.10
S 3.03806 3.36092 -1.83831 0.73
O 3.73231 4.14224 -2.86138 -0.26
O 3.91362 2.57536 -0.99426 -0.33
N 1.70894 2.24972 -2.18700 -0.43
S 1.47772 2.75816 -3.63959 0.58
O 0.93107 4.11941 -3.76744 -0.30
O 2.56293 2.37770 -4.55571 -0.30
C -0.04378 1.66179 -4.25400 -0.58
F 0.38587 0.52168 -4.85587 0.12
F -0.76016 1.32049 -3.21446 0.10
F -0.75573 2.41547 -5.12175 0.13
C 0.89796 1.73382 1.60783 -0.66
F 2.14634 1.87983 1.23330 0.11
F 0.74556 1.91568 2.97703 0.06
F 0.11093 2.54747 0.90858 0.09
S 0.43214 -0.09758 1.13817 0.62
O 1.40253 -0.85117 1.89130 -0.32
O -0.95874 -0.31709 1.47075 -0.39
N 0.76342 -0.14250 -0.64787 -0.48
S 0.46072 -1.68408 -0.78593 0.55
O 1.57594 -2.50897 -0.26252 -0.45
O -0.88129 -2.18454 -0.48178 -0.29
C 0.64159 -2.06453 -2.68621 -0.67
F -0.41641 -1.67842 -3.38018 0.13
F 1.74475 -1.53976 -3.17702 0.12
F 0.72203 -3.39481 -2.79804 0.12

***

(3)
29
Properties=species:S:1:pos:R:3:lowdin_charge:R:1 method="wB97M-V/def2-TZVPD" charge=-2 largest_force_ev_per_a=2.49 orbital_gap_ev=5.459 homo_ha=0.00194
C 1.83532 -1.94210 1.37215 -0.35
C 2.58568 -1.17756 0.38026 -0.27
C 2.05243 -1.46893 -0.89652 -0.18
H 3.40745 -0.49650 0.58838 0.07
C 0.96392 -2.36191 -0.72858 -0.19
C 0.79160 -2.64347 0.64803 -0.25
H 0.07637 -3.32876 1.09672 0.08
H 2.12470 -2.15246 2.40307 0.07
H 2.44012 -1.10110 -1.84749 0.08
H 0.40092 -2.80093 -1.54650 0.07
Sn 0.24114 0.13587 1.56677 0.95
Cl 0.79283 0.60845 3.83442 -0.25
C -0.57983 2.50108 -0.97200 -0.27
C -0.86640 1.64408 -2.07863 -0.22
C 0.35929 1.38188 -2.75825 -0.23
H -1.84528 1.28527 -2.38142 0.05
C 1.40451 2.02002 -2.04943 -0.24
C 0.83009 2.72958 -0.95097 -0.26
H 1.37939 3.31345 -0.22254 0.04
H -1.31117 2.87141 -0.25298 0.05
H 0.46984 0.83631 -3.70189 0.05
H 2.43931 2.02729 -2.37849 0.05
F -2.20186 -1.64047 2.64115 -0.02
C -1.99203 -0.74075 1.62651 -0.53
F -1.97643 -1.44979 0.42438 -0.04
C -3.17283 0.25580 1.57223 -0.53
F -4.35532 -0.39667 1.76268 0.09
F -3.08330 1.25861 2.51745 0.09
F -3.21046 0.83229 0.33150 0.10

***

(4)
25
Properties=species:S:1:pos:R:3:lowdin_charge:R:1 method="wB97M-V/def2-TZVPD" charge=+3 largest_force_ev_per_a=3.25 orbital_gap_ev=1.562 e_above_lowest_kcal_mol=0.00 homo_ha=-0.60899
In -27.38162 27.24603 -7.82498 1.00
F -33.97836 26.98197 -7.85856 0.14
C -35.32883 26.84039 -7.74928 -0.12
C -36.11318 26.55924 -8.86715 0.06
C -37.45435 26.36757 -8.63052 0.04
C -38.02008 26.47511 -7.35230 0.09
C -37.19722 26.72210 -6.29279 -0.01
C -35.86754 26.90244 -6.44837 0.09
H -35.64884 26.51525 -9.84124 0.14
H -38.10906 26.15181 -9.46191 0.14
H -39.05431 26.26545 -7.12250 0.16
H -37.56235 26.92510 -5.29686 0.15
H -35.23377 27.12412 -5.60244 0.15
F -30.93079 26.81401 -13.41963 0.16
C -31.62473 26.80401 -14.57124 -0.18
C -32.25456 25.66121 -15.03927 0.07
C -32.75857 25.57767 -16.33330 0.02
C -32.93419 26.75246 -17.07111 0.08
C -32.46559 27.94980 -16.51912 0.05
C -31.76085 27.95056 -15.30445 0.05
H -32.12444 24.78910 -14.41566 0.14
H -33.15257 24.61447 -16.62211 0.14
H -33.48934 26.71125 -17.99658 0.15
H -32.45444 28.87561 -17.07513 0.14
H -31.34386 28.90352 -15.01397 0.14

***

(5)
28
Properties=species:S:1:pos:R:3:lowdin_charge:R:1 method="wB97M-V/def2-TZVPD" charge=0 largest_force_ev_per_a=3.74 smiles="O=c1[nH]nc(CCc2cc(F)cc(F)c2)cc1O" orbital_gap_ev=9.208 e_above_lowest_kcal_mol=0.00 homo_ha=-0.33151
O 2.47376 1.30455 -3.62983 0.06
C 1.53648 1.15310 -2.87750 -0.43
N 1.06101 2.14353 -2.03431 0.11
N -0.09252 1.96448 -1.23812 0.11
C -0.75265 0.80956 -1.23187 -0.26
C -2.00799 0.66629 -0.39766 -0.13
C -2.01385 -0.56521 0.54498 -0.14
C -0.84921 -0.64807 1.48864 -0.22
C 0.24270 -1.52776 1.31511 0.03
C 1.36631 -1.51475 2.13303 -0.26
F 2.36800 -2.40247 1.93635 0.07
C 1.37727 -0.61689 3.18418 0.06
C 0.31408 0.29600 3.36715 -0.24
F 0.27116 1.17755 4.38310 0.07
C -0.81234 0.25262 2.54598 0.03
C -0.23543 -0.28573 -2.03597 0.06
C 0.85201 -0.12512 -2.83350 -0.19
O 1.24557 -1.21508 -3.59886 0.07
H 1.49419 3.05062 -2.08609 0.15
H -2.87190 0.54483 -1.02868 0.11
H -2.09216 1.61496 0.13323 0.11
H -2.01427 -1.44452 -0.12206 0.11
H -2.93742 -0.53580 1.13891 0.12
H 0.25124 -2.19593 0.46790 0.12
H 2.22527 -0.57433 3.85254 0.13
H -1.64498 0.90044 2.75429 0.13
H -0.77781 -1.22054 -2.00352 0.12
H 2.02349 -1.00631 -4.12745 0.11

***

(6)
30
Properties=species:S:1:pos:R:3:lowdin_charge:R:1 method="wB97M-V/def2-TZVPD" charge=+3 largest_force_ev_per_a=7.63 orbital_gap_ev="4.119 / 4.272" s2=6.004 homo_ha="-0.66244 / -0.66248" multiplicity=5
Ho -0.11786 1.13880 -1.50775 1.30
O 2.19419 -0.64820 -3.57177 0.25
C 1.44888 -0.04934 -2.92062 0.03
C -1.71003 2.31497 -0.08682 0.00
O -2.38830 2.73444 0.72314 0.26
C -1.94929 -0.02229 -2.56025 0.04
O -2.81918 -0.63989 -3.01307 0.24
C 1.69690 2.49074 -0.67740 0.03
O 2.56098 3.07019 -0.17392 0.24
C 0.02303 2.57486 -3.65970 -0.10
H 1.11235 2.80027 -3.66529 0.11
H -0.30646 1.82422 -4.41184 0.11
C -0.86566 3.22364 -2.81901 -0.12
H -1.96215 3.04621 -2.86137 0.11
H -0.54502 4.02155 -2.11397 0.11
N 0.36521 -4.08849 3.52461 0.20
C 0.41695 -2.73384 3.73489 -0.45
O 0.57086 -2.24807 4.85447 0.12
C 0.26957 -1.87342 2.52960 -0.03
C 0.05717 -2.35129 1.21528 0.06
C -0.04900 -1.45771 0.15759 -0.09
N 0.07613 -0.11281 0.40396 -0.17
C 0.25459 0.39966 1.65871 -0.08
C 0.35704 -0.48238 2.72512 0.08
H 0.47329 -4.65412 4.36117 0.14
H 0.24893 -4.58292 2.64731 0.11
H -0.01975 -3.40298 0.98220 0.13
H -0.21438 -1.75600 -0.88804 0.11
H 0.30833 1.48957 1.72466 0.12
H 0.51264 -0.02534 3.68811 0.15

***

(7)
29
Properties=species:S:1:pos:R:3:lowdin_charge:R:1 method="wB97M-V/def2-TZVPD" charge=0 largest_force_ev_per_a=3.98 orbital_gap_ev=8.417 e_above_lowest_kcal_mol=40.39 homo_ha=-0.29853
O 1.72908 3.42067 -0.58984 0.05
O -1.54266 1.74889 -1.31831 -0.49
N 2.38270 -0.00652 -2.45170 0.16
C 1.86219 2.39299 -1.23815 -0.47
C 3.18798 1.02554 -2.60192 -0.41
C -0.36590 -1.25916 -0.64124 -0.04
C 1.21978 0.19339 -1.79955 -0.34
C 0.93009 1.32365 -1.17764 -0.22
C -0.96376 -0.30300 0.18801 -0.26
C -3.27820 -1.33248 3.64712 -0.10
C -3.26393 -2.22760 2.56868 -0.07
C -2.57157 -0.12048 3.61027 -0.07
C -2.49264 -1.90514 1.44807 -0.03
C -1.83856 0.21362 2.43755 -0.04
C -1.77221 -0.68440 1.34687 -0.23
N 4.28863 0.72059 -3.31383 0.15
N 3.00466 2.21410 -1.99172 0.21
N 0.47405 -0.95338 -1.72344 0.10
S -0.60540 1.45957 -0.21954 1.01
H -0.52012 -2.30430 -0.44113 0.11
H -3.81314 -1.54009 4.56714 0.10
H -3.78791 -3.15220 2.61068 0.09
H -2.67766 0.54646 4.45680 0.10
H -2.43329 -2.62278 0.67010 0.09
H -1.34950 1.19531 2.45262 0.10
H 5.19173 1.04092 -2.96823 0.11
H 4.28680 -0.27093 -3.48815 0.10
H 3.76411 2.90904 -1.92817 0.19
H 0.95465 -1.72229 -2.11138 0.12